(1)
Molecular formula: C11H20Cl2ErO
Method: DFT, ωB97M-V/def2-TZVPD

Values from the calculation:
Orbital gap (spin up / spin down) in eV: 4.5 / 4.6
Lowest unoccupied orbital energy (spin up / spin down) in eV: 2.76 / 2.76
2S+1: 4
Energy relative to the best compared isomer or geometry (same formula, charge and spin) in eV: 0.000
Net charge: -1

```
35
Properties=species:S:1:pos:R:3:forces:R:3:lowdin_spin:R:1
Er -1.95986 0.89246 -0.84842 -1.496 0.150 1.572 3.04
Cl -1.78118 1.89050 1.48879 0.157 0.185 0.326 -0.01
Cl -1.87114 -1.37165 -1.82199 0.014 -0.991 -0.665 0.00
C -3.80853 1.67649 -1.59824 0.885 1.030 -1.177 -0.03
H -4.08235 1.19069 -2.55126 -0.307 -0.228 0.054 0.00
H -4.00077 2.76437 -1.77406 -0.358 -0.459 0.500 0.00
C 1.57200 0.20357 -1.11786 2.226 -2.733 0.150 0.00
C 0.63996 1.06827 -1.28959 -1.167 2.778 -2.173 0.00
H 1.35743 -0.84990 -1.33960 0.214 0.403 -0.264 0.00
C 0.80547 2.51095 -0.89476 0.311 0.316 0.346 0.00
H -0.14969 0.83572 -2.02448 0.481 -0.333 0.240 0.00
C 2.25528 3.00166 -0.93909 0.638 -0.532 0.423 0.00
H 0.22016 3.23803 -1.45841 -0.450 -0.362 -0.058 0.00
H 0.43786 2.47529 0.13693 0.094 0.820 0.095 0.00
C 3.17455 2.01585 -0.21115 -0.012 -0.792 0.383 0.00
H 2.63972 3.12133 -1.95512 -0.366 -0.042 -0.201 0.00
H 2.35482 3.97754 -0.45471 -0.180 -0.027 -0.067 0.00
C 2.96232 0.52166 -0.63234 0.518 0.343 0.669 0.00
H 4.24495 2.27315 -0.32922 -0.513 -0.014 0.060 0.00
H 2.94459 2.04099 0.86700 0.104 0.260 -0.284 0.00
H 3.75341 0.21896 -1.35705 -0.815 0.097 0.060 0.00
H 3.17779 -0.09839 0.25396 -0.053 0.090 -0.214 0.00
C -0.94080 -3.63512 1.23998 -0.266 0.278 -0.263 0.00
C -1.89704 -2.94692 2.23635 0.227 0.135 0.000 0.00
C -1.73975 -1.44043 1.98557 0.102 0.606 -0.307 0.00
O -0.68675 -1.23751 1.01141 -0.225 -0.973 0.469 0.00
C -0.06981 -2.50092 0.68925 0.144 0.573 0.073 0.00
H -0.33847 -4.40922 1.71819 -0.030 0.030 -0.041 0.00
H -1.49760 -4.09208 0.41689 0.022 0.051 0.137 0.00
H -1.61199 -3.18041 3.26459 -0.081 -0.040 -0.043 0.00
H -2.93404 -3.25199 2.08576 0.119 -0.048 0.048 0.00
H -2.66186 -0.97965 1.58372 0.357 -0.259 0.186 0.00
H -1.46263 -0.87143 2.88606 -0.168 -0.235 -0.196 0.00
H 0.93776 -2.51537 1.13411 -0.134 0.002 -0.033 0.00
H 0.01621 -2.53649 -0.40120 0.008 -0.078 0.191 0.00
```
Forces are in eV/Å.


(2)
Molecular formula: C11H20ClIN2O2PZr
Method: DFT, ωB97M-V/def2-TZVPD

Values from the calculation:
Orbital gap in eV: 5.8
Lowest unoccupied orbital energy in eV: -13.01
Energy relative to the best compared isomer or geometry (same formula, charge and spin) in eV: 1.011
Net charge: +3

```
39
Properties=species:S:1:pos:R:3:forces:R:3:mulliken_charge:R:1
C 3.61444 3.48254 -0.92645 1.261 -1.283 -0.482 -0.74
C 2.22228 3.46034 -1.19838 -4.630 5.412 1.016 0.76
H 3.99279 4.52376 -0.83495 -0.649 -0.097 -0.159 0.37
H 4.11964 2.98139 -1.77037 0.207 0.012 0.266 0.37
H 3.82639 2.93125 0.01006 -0.085 0.020 -0.299 0.29
O 1.16090 3.95053 -1.18751 5.014 -3.242 -0.586 -0.11
I 2.77435 0.56675 2.88845 -0.394 0.684 -0.851 0.04
Zr 1.15175 0.50816 0.70446 2.102 -4.398 1.609 0.54
P -0.42923 0.55373 -1.53854 -1.223 0.270 -2.273 1.03
C -2.16986 1.07478 -1.64546 -0.290 -0.032 0.734 -1.22
C 0.24291 1.61379 -2.86589 0.532 0.285 0.187 -1.26
H 0.51120 -1.49213 -2.44804 -0.199 -0.012 -0.184 0.39
H -0.72730 -0.79889 -3.53375 0.019 0.037 0.363 0.46
H -1.23086 -1.69771 -2.07502 0.121 0.166 -0.147 0.42
C -0.47624 -1.01386 -2.48556 0.403 -0.688 0.583 -1.34
H 1.30978 1.40381 -3.00589 -0.110 0.002 -0.193 0.33
H -0.30366 1.38292 -3.79153 0.212 0.133 0.296 0.48
H -2.48149 1.16419 -2.69687 0.232 -0.085 0.307 0.41
H -2.31143 2.03910 -1.14510 -0.143 -0.145 -0.185 0.40
H 0.11671 2.66928 -2.61946 -0.259 -0.248 -0.339 0.40
H -2.79959 0.32783 -1.14604 0.009 0.224 -0.100 0.39
C -0.07343 2.32175 0.63077 -5.419 6.932 0.396 0.46
O -0.81494 3.23180 0.61062 3.919 -4.984 0.148 -0.08
Cl 2.86447 -0.04352 -0.85422 -0.883 0.479 0.259 -0.29
C -1.59220 -4.44623 1.07101 -0.342 -0.318 -0.058 -1.16
C -1.14551 -3.10966 1.52144 0.284 -0.360 0.012 0.75
C -1.23303 -2.55054 2.78814 0.025 0.642 0.338 -0.99
C -0.64092 -1.29690 2.73210 0.112 -1.173 -0.263 0.57
N -0.15302 -1.10332 1.46414 0.473 1.079 -0.858 0.17
N -0.49633 -2.22883 0.75566 -0.025 -0.148 -0.434 -0.02
C -0.45779 -0.34112 3.83033 -0.157 0.211 0.794 -1.38
H -0.82719 -5.21105 1.29070 -0.198 0.335 -0.069 0.31
H -2.49542 -4.71496 1.63782 0.287 0.003 -0.234 0.37
H -1.82873 -4.47992 0.00125 0.107 0.010 0.215 0.36
H -1.67731 -3.01273 3.65538 -0.066 0.066 -0.033 0.47
H -0.27978 -2.33743 -0.23278 0.004 0.042 0.459 0.10
H -1.15950 -0.60975 4.63213 0.187 0.250 -0.211 0.38
H 0.55738 -0.38826 4.25474 -0.462 -0.064 -0.146 0.22
H -0.66025 0.68907 3.52261 0.021 -0.017 0.120 0.35
```
Forces are in eV/Å.


Look up the energy relative to the best compared isomer or geometry (same formula, charge and spin) of the second one. 1.011 eV


The highest net charge belongs to which entry? C11H20ClIN2O2PZr


Which of these has the highest net charge? C11H20ClIN2O2PZr


Repeat the second record exactly.
Molecular formula: C11H20ClIN2O2PZr
Method: DFT, ωB97M-V/def2-TZVPD

Values from the calculation:
Orbital gap in eV: 5.8
Lowest unoccupied orbital energy in eV: -13.01
Energy relative to the best compared isomer or geometry (same formula, charge and spin) in eV: 1.011
Net charge: +3

```
39
Properties=species:S:1:pos:R:3:forces:R:3:mulliken_charge:R:1
C 3.61444 3.48254 -0.92645 1.261 -1.283 -0.482 -0.74
C 2.22228 3.46034 -1.19838 -4.630 5.412 1.016 0.76
H 3.99279 4.52376 -0.83495 -0.649 -0.097 -0.159 0.37
H 4.11964 2.98139 -1.77037 0.207 0.012 0.266 0.37
H 3.82639 2.93125 0.01006 -0.085 0.020 -0.299 0.29
O 1.16090 3.95053 -1.18751 5.014 -3.242 -0.586 -0.11
I 2.77435 0.56675 2.88845 -0.394 0.684 -0.851 0.04
Zr 1.15175 0.50816 0.70446 2.102 -4.398 1.609 0.54
P -0.42923 0.55373 -1.53854 -1.223 0.270 -2.273 1.03
C -2.16986 1.07478 -1.64546 -0.290 -0.032 0.734 -1.22
C 0.24291 1.61379 -2.86589 0.532 0.285 0.187 -1.26
H 0.51120 -1.49213 -2.44804 -0.199 -0.012 -0.184 0.39
H -0.72730 -0.79889 -3.53375 0.019 0.037 0.363 0.46
H -1.23086 -1.69771 -2.07502 0.121 0.166 -0.147 0.42
C -0.47624 -1.01386 -2.48556 0.403 -0.688 0.583 -1.34
H 1.30978 1.40381 -3.00589 -0.110 0.002 -0.193 0.33
H -0.30366 1.38292 -3.79153 0.212 0.133 0.296 0.48
H -2.48149 1.16419 -2.69687 0.232 -0.085 0.307 0.41
H -2.31143 2.03910 -1.14510 -0.143 -0.145 -0.185 0.40
H 0.11671 2.66928 -2.61946 -0.259 -0.248 -0.339 0.40
H -2.79959 0.32783 -1.14604 0.009 0.224 -0.100 0.39
C -0.07343 2.32175 0.63077 -5.419 6.932 0.396 0.46
O -0.81494 3.23180 0.61062 3.919 -4.984 0.148 -0.08
Cl 2.86447 -0.04352 -0.85422 -0.883 0.479 0.259 -0.29
C -1.59220 -4.44623 1.07101 -0.342 -0.318 -0.058 -1.16
C -1.14551 -3.10966 1.52144 0.284 -0.360 0.012 0.75
C -1.23303 -2.55054 2.78814 0.025 0.642 0.338 -0.99
C -0.64092 -1.29690 2.73210 0.112 -1.173 -0.263 0.57
N -0.15302 -1.10332 1.46414 0.473 1.079 -0.858 0.17
N -0.49633 -2.22883 0.75566 -0.025 -0.148 -0.434 -0.02
C -0.45779 -0.34112 3.83033 -0.157 0.211 0.794 -1.38
H -0.82719 -5.21105 1.29070 -0.198 0.335 -0.069 0.31
H -2.49542 -4.71496 1.63782 0.287 0.003 -0.234 0.37
H -1.82873 -4.47992 0.00125 0.107 0.010 0.215 0.36
H -1.67731 -3.01273 3.65538 -0.066 0.066 -0.033 0.47
H -0.27978 -2.33743 -0.23278 0.004 0.042 0.459 0.10
H -1.15950 -0.60975 4.63213 0.187 0.250 -0.211 0.38
H 0.55738 -0.38826 4.25474 -0.462 -0.064 -0.146 0.22
H -0.66025 0.68907 3.52261 0.021 -0.017 0.120 0.35
```
Forces are in eV/Å.